Entry 1:
Here is a structure of composition C31H41BrClIN6NiO2Sb from the OMol25 dataset. Energies are from wB97M-V/def2-TZVPD.

**ΔE to the lowest compared entry with this formula, charge and spin**: 0.0 kcal/mol
**E_HOMO (alpha / beta)**: -10.9 / -10.9 eV
**Multiplicity**: 1
**Charge**: +1
**LUMO level (alpha / beta)**: -0.1400 / -0.1400 hartree

Each line ends with the Löwdin charge.
Element x y z (Å)
Ni (-2.12087, -0.52952, -0.18104)  0.06
O (-3.36498, -1.76410, 0.71886)  -0.08
N (-2.90882, -2.11881, -0.42817)  -0.19
C (-3.39077, -2.97709, -1.26337)  -0.27
C (-2.59833, -3.47126, -2.41362)  -0.02
N (-1.61136, -2.76509, -2.87388)  -0.26
C (-4.58507, -3.69567, -0.90126)  -0.16
N (-5.55809, -4.23721, -0.62588)  0.22
Br (-6.73528, -0.59944, -0.09476)  0.77
C (-5.99099, -0.78326, -1.81244)  -0.75
C (-6.51530, -1.75193, -2.66237)  -0.13
C (-5.99703, -1.91957, -3.93547)  -0.06
C (-4.96315, -1.10733, -4.38213)  -0.07
C (-4.43949, -0.13828, -3.54201)  -0.18
C (-4.94129, 0.01029, -2.25474)  -0.72
I (-4.04066, 1.43298, -1.02159)  1.08
H (-7.32089, -2.37969, -2.30774)  0.11
H (-6.41216, -2.68050, -4.58184)  0.12
H (-4.57453, -1.21765, -5.38593)  0.11
H (-3.66301, 0.53078, -3.88558)  0.07
C (-0.14430, -4.71229, -3.43953)  -0.08
C (-0.79605, -3.43369, -3.92879)  -0.28
Sb (-0.79530, -0.93613, -2.23228)  1.58
C (-0.72012, 0.16413, -4.06530)  -0.39
C (0.38453, -0.11846, -5.07689)  -0.15
C (1.13076, -1.66451, -1.64715)  -0.40
C (2.29439, -1.69922, -2.62844)  -0.16
H (0.40215, -5.18471, -4.25580)  0.09
H (-0.90282, -5.40346, -3.07902)  0.07
H (0.56003, -4.51244, -2.63036)  0.06
H (-1.45515, -3.62815, -4.77483)  0.12
H (-0.03347, -2.72773, -4.26070)  0.06
H (-0.68949, 1.20400, -3.73976)  -0.02
H (-1.70600, 0.00257, -4.50037)  0.04
H (1.37635, 0.05161, -4.66413)  0.06
H (0.26452, 0.56172, -5.92113)  0.09
H (0.34863, -1.13107, -5.47229)  0.06
H (0.89822, -2.66173, -1.26626)  0.05
H (1.37404, -1.04972, -0.77875)  0.02
H (2.07177, -2.28014, -3.52268)  0.06
H (3.16154, -2.15745, -2.15059)  0.08
H (2.58863, -0.69771, -2.94263)  0.05
C (4.31100, 2.03242, 5.22806)  -0.03
C (2.92369, 1.38279, 5.32187)  -0.52
C (2.17100, 2.03548, 6.48990)  -0.04
C (3.10831, -0.10418, 5.64787)  -0.04
C (2.16041, 1.60394, 3.97141)  -0.43
O (1.92806, 2.99282, 3.77289)  -0.02
C (2.92984, 0.97551, 2.77159)  -0.09
C (3.50037, 1.96033, 1.73866)  -0.12
C (2.53026, 2.37308, 0.65855)  -0.21
C (2.33832, 1.54347, -0.44391)  -0.04
C (1.45681, 1.88196, -1.45982)  -0.12
C (0.75046, 3.07086, -1.36704)  -0.65
Cl (-0.38748, 3.50725, -2.61018)  0.70
C (0.94133, 3.92705, -0.29821)  -0.10
C (1.82702, 3.57218, 0.70742)  -0.02
C (0.75121, 1.00362, 4.08205)  -0.03
N (-0.05201, 1.10632, 2.86891)  -0.08
C (-0.36599, 0.13172, 2.02389)  -0.10
N (-1.12905, 0.61649, 1.05262)  0.00
C (-1.24936, 1.93488, 1.37613)  -0.19
N (-0.61853, 2.26395, 2.47073)  0.17
H (4.84702, 1.86607, 6.16250)  0.10
H (4.26649, 3.11772, 5.09895)  0.09
H (4.91996, 1.61756, 4.42376)  0.09
H (2.80535, 2.02656, 7.37669)  0.09
H (1.26078, 1.49289, 6.74775)  0.08
H (1.90357, 3.06980, 6.27621)  0.09
H (3.69639, -0.19506, 6.56174)  0.10
H (3.63874, -0.65268, 4.86912)  0.08
H (2.15911, -0.60679, 5.83740)  0.08
H (2.72325, 3.47880, 4.01966)  0.09
H (2.28423, 0.26875, 2.24260)  0.11
H (3.75520, 0.37678, 3.15179)  0.10
H (4.35537, 1.47788, 1.25998)  0.12
H (3.89323, 2.84838, 2.23427)  0.12
H (2.91959, 0.63076, -0.52922)  0.11
H (1.36418, 1.25897, -2.34218)  0.07
H (0.39806, 4.86085, -0.24986)  0.12
H (1.95455, 4.22954, 1.55489)  0.12
H (0.19456, 1.50421, 4.86914)  0.14
H (0.81889, -0.05835, 4.30942)  0.13
H (-0.05803, -0.89373, 2.14415)  0.15
H (-1.80695, 2.64610, 0.79046)  0.09

Entry 2:
Here is a cluster of 2 separate species, C31H41ClIN3O6PS in total from the OMol25 dataset. Energies are from wB97M-V/def2-TZVPD.

**ΔE to the lowest compared entry with this formula, charge and spin**: 0.0 kcal/mol
**E_HOMO**: -10.5 eV
**Multiplicity**: 1
**Charge**: +1
**LUMO level**: -0.1730 hartree

Each line ends with the Löwdin charge.
Element x y z (Å)
C (0.99059, -1.52741, 4.35522)  0.08
C (-0.09743, -1.14068, 3.70110)  -0.08
C (-1.12250, -0.79664, 2.48652)  -0.12
C (-0.86464, 0.70310, 1.88028)  0.05
C (0.33837, 0.93015, 0.82251)  0.04
C (1.28966, -0.27945, 0.42744)  -0.08
N (1.24332, -1.66168, 0.95894)  0.03
C (2.47854, -0.11197, -0.64051)  0.02
C (3.38097, -1.43104, -1.00358)  -0.16
O (2.62908, -2.44475, -1.72259)  -0.19
C (2.30290, -2.04115, -3.07700)  -0.25
C (0.94836, -2.88345, -3.47796)  -0.07
C (2.71726, 1.34379, -1.25311)  -0.07
C (3.91449, 1.31462, -2.33981)  -0.29
C (5.38814, 1.55719, -1.73925)  -0.16
C (1.86607, 2.64370, -0.83243)  -0.25
P (2.31976, 4.36228, -1.46824)  0.44
O (2.89199, 5.02861, 0.08264)  -0.44
I (4.30446, 4.75569, -2.72579)  0.61
C (0.63577, 2.37996, 0.17223)  -0.01
C (-0.42819, 3.52115, 0.61232)  -0.03
C (-0.45536, 5.01193, 0.08039)  -0.20
C (-1.42070, 5.26045, -1.23499)  -0.64
C (-2.20516, 3.89403, -1.67251)  -0.14
Cl (-0.47845, 5.78665, -2.74757)  0.51
C (-1.62265, 3.19637, 1.64817)  -0.10
S (-2.96404, 4.34849, 2.18421)  0.77
C (-3.37868, 5.87931, 1.28941)  -0.17
O (-2.60541, 4.76439, 3.62406)  -0.36
O (-4.37121, 3.70136, 2.18592)  -0.35
N (-1.74648, 1.83288, 2.27544)  0.02
C (-2.75143, 1.47313, 3.32620)  -0.18
O (-3.89828, 0.82314, 2.65933)  -0.12
C (-4.60738, -0.02671, 3.57645)  -0.19
C (-5.31108, -1.31627, 2.92866)  -0.01
C (-6.13150, -2.38095, 3.74703)  -0.06
C (-6.25685, -2.17648, 5.31302)  -0.07
C (-5.59796, -0.89860, 5.97007)  -0.05
C (-4.78068, 0.19309, 5.12522)  0.00
H (1.97091, -1.86194, 4.87559)  0.07
H (-2.16429, -0.96546, 2.93515)  0.09
H (-1.10453, -1.60584, 1.64338)  0.14
H (2.08605, -1.90931, 1.50058)  0.09
H (1.01166, -2.36330, 0.23819)  0.10
H (3.61641, -1.90613, 0.03888)  0.14
H (4.40666, -1.17750, -1.45006)  0.12
H (3.08951, -2.30775, -3.87373)  0.13
H (2.02261, -0.93364, -3.20991)  0.11
H (0.02765, -2.41220, -2.93411)  0.08
H (0.80404, -2.98089, -4.61373)  0.08
H (1.09036, -3.92951, -2.96386)  0.07
H (3.58950, 2.01017, -3.20197)  0.05
H (3.99352, 0.29355, -2.91039)  0.10
H (6.04508, 2.21964, -2.42009)  0.05
H (5.91432, 0.52906, -1.56125)  0.08
H (5.33028, 2.06079, -0.70595)  0.08
H (2.58828, 5.98267, 0.06317)  0.05
H (-0.80364, 5.65371, 1.00117)  0.11
H (0.49779, 5.57887, -0.15051)  0.05
H (-2.15168, 6.15506, -1.06828)  0.09
H (-2.79991, 3.40859, -0.81875)  0.07
H (-1.39335, 3.18764, -2.11914)  0.09
H (-2.90357, 4.16388, -2.55989)  0.10
H (-3.72435, 5.59380, 0.21054)  0.09
H (-2.60672, 6.73865, 1.30024)  0.10
H (-4.33642, 6.33555, 1.78145)  0.12
H (-2.30971, 0.79610, 4.17586)  0.16
H (-3.19073, 2.33571, 3.93686)  0.13
H (-5.22883, -1.48467, 1.78051)  0.10
H (-6.60407, -3.26659, 3.15843)  0.10
H (-6.83061, -2.98481, 5.90015)  0.09
H (-5.70735, -0.76576, 7.10337)  0.09
H (-4.28761, 1.11280, 5.62342)  0.10
C (1.42893, -7.21153, -4.51687)  -0.01
C (1.99074, -6.72041, -3.20930)  -0.56
O (1.27785, -6.25749, -2.32552)  0.01
N (3.33690, -6.80368, -3.02663)  0.00
C (4.33124, -7.31511, -3.94477)  -0.08
H (0.34530, -7.08312, -4.52023)  0.09
H (1.84837, -6.63401, -5.34379)  0.09
H (1.65189, -8.27310, -4.64370)  0.09
H (3.64466, -6.45644, -2.12714)  0.14
H (4.85064, -8.14429, -3.45993)  0.09
H (5.04585, -6.51656, -4.15515)  0.08
H (3.89191, -7.66132, -4.87875)  0.08

Entry 3:
Here is a structure of composition C31H41N5OP2PtSe from the OMol25 dataset. Energies are from wB97M-V/def2-TZVPD.

**<S²>**: 6.089
**E_HOMO (alpha / beta)**: -17.7 / -18.5 eV
**Multiplicity**: 5
**Charge**: +4
**LUMO level (alpha / beta)**: -0.3688 / -0.4786 hartree

Each line ends with the Löwdin spin population.
Element x y z (Å)
Pt (-0.45463, 0.36832, -0.01157)  1.19
C (0.11060, 4.79133, -3.14866)  0.00
N (0.39940, 4.93126, -1.63845)  0.00
C (-0.85073, 5.55284, -0.96990)  0.00
N (-1.99627, 4.76109, -1.25089)  0.00
C (-2.22772, 4.65696, -2.69242)  0.00
N (-1.07459, 4.02854, -3.34726)  0.03
C (-0.93792, 2.60902, -3.06531)  0.03
P (-0.63955, 2.37434, -1.23400)  0.13
C (0.74591, 3.60010, -1.03125)  0.01
C (-2.00066, 3.46346, -0.58570)  0.00
H (0.97715, 4.31967, -3.60732)  0.00
H (-0.00497, 5.80007, -3.54042)  0.00
H (1.18984, 5.56885, -1.51270)  0.00
H (-0.95749, 6.55411, -1.38295)  0.00
H (-0.65170, 5.61980, 0.09805)  0.00
H (-2.37927, 5.65176, -3.10902)  0.00
H (-3.12168, 4.06718, -2.88159)  0.00
H (-0.11282, 2.18272, -3.63574)  0.00
H (-1.84768, 2.07954, -3.34612)  0.00
H (1.65558, 3.23150, -1.50503)  0.00
H (0.95044, 3.73571, 0.03020)  0.00
H (-1.86827, 3.58936, 0.48993)  0.00
H (-2.96053, 2.97133, -0.74796)  0.00
C (1.20026, 1.63158, 6.77925)  0.18
C (2.14255, 1.30141, 5.78915)  0.01
C (1.72285, 0.97113, 4.53131)  0.08
C (0.32582, 0.93977, 4.22269)  0.12
C (-0.60519, 1.31335, 5.24004)  0.07
C (-0.17561, 1.64225, 6.49376)  0.02
C (-0.19883, 0.60650, 2.95206)  0.13
C (0.45309, 0.08085, 1.85108)  0.45
C (1.70720, -0.61996, 1.79288)  0.07
C (2.03131, -1.58627, 2.76395)  0.07
C (3.24615, -2.24492, 2.71401)  0.00
C (4.15594, -1.95682, 1.70113)  0.08
C (3.83234, -1.03089, 0.70563)  0.01
C (2.61030, -0.38974, 0.73719)  0.08
H (1.54081, 1.89892, 7.77259)  0.01
H (3.19898, 1.32575, 6.02232)  0.00
H (2.45364, 0.76045, 3.76115)  0.00
H (-1.66626, 1.30921, 5.01678)  0.00
H (-0.88521, 1.90986, 7.26487)  0.00
H (-1.25743, 0.82228, 2.83430)  0.01
H (1.31708, -1.81388, 3.54724)  0.00
H (3.49343, -2.97752, 3.47250)  0.00
H (5.12104, -2.44756, 1.68495)  0.00
H (4.54583, -0.80933, -0.07825)  0.00
H (2.35880, 0.34246, -0.02462)  0.02
C (-3.74554, -2.26296, 1.82431)  0.01
P (-3.75901, -0.71408, 0.94070)  0.02
C (-5.04664, -0.77633, -0.29193)  0.01
C (-4.19401, 0.56412, 2.11568)  0.00
O (-2.40302, -0.45851, 0.26430)  0.14
H (-4.73401, -2.45531, 2.24864)  0.00
H (-3.01290, -2.22094, 2.63148)  0.00
H (-3.48768, -3.07351, 1.14128)  0.00
H (-5.99903, -1.04753, 0.16811)  0.00
H (-4.78708, -1.52160, -1.04433)  0.00
H (-5.14529, 0.20002, -0.76710)  0.00
H (-5.23769, 0.44322, 2.41461)  0.00
H (-4.07156, 1.54907, 1.66364)  0.00
H (-3.57227, 0.48047, 3.00769)  0.00
C (-0.52854, -3.85189, -4.20050)  0.00
N (0.62661, -3.84278, -3.29319)  0.05
C (0.75476, -3.14738, -2.12675)  0.01
Se (-0.53810, -2.12960, -1.32042)  0.51
N (1.97224, -3.45821, -1.60539)  0.03
C (2.62222, -4.35040, -2.40596)  0.11
C (3.85656, -4.98959, -2.29716)  0.00
C (4.16876, -5.86448, -3.30396)  0.10
C (3.29011, -6.11176, -4.40561)  0.08
C (2.08025, -5.48415, -4.52482)  0.00
C (1.74967, -4.59347, -3.49762)  0.10
H (-1.29389, -3.18617, -3.81997)  0.00
H (-0.92717, -4.86197, -4.26663)  0.00
H (-0.21452, -3.52336, -5.18865)  0.00
H (2.31179, -3.09031, -0.72687)  0.00
H (4.52851, -4.81701, -1.46728)  0.00
H (5.11250, -6.39328, -3.26717)  0.00
H (3.59423, -6.82342, -5.16203)  0.00
H (1.41839, -5.67460, -5.35898)  0.00